No. 1
C31H62N8O10P2PbS as an isolated structure at a distorted geometry. Source: the OMol25 dataset; level of theory: ωB97M-V/def2-TZVPD.

The geometry in XYZ format:
```
115
Properties=species:S:1:pos:R:3:forces:R:3
Pb 0.854470 0.057286 0.593195 0.38 1.81 0.16
S 0.038817 -3.048112 1.048673 -0.20 -0.15 -0.39
P -1.434194 -3.116726 -1.496490 -1.26 -0.42 -0.82
P -2.624269 -0.230668 -1.268413 -0.06 0.60 -0.11
O -3.972105 0.268323 -0.673284 -0.05 -0.17 -0.01
O -1.400428 0.264265 -0.578341 -0.12 -0.65 0.03
O 2.951305 -0.306762 -1.213827 0.39 -0.37 -0.42
O -0.197956 -2.685150 -0.575566 0.14 -0.02 -0.06
O -2.706322 0.051455 -2.789859 0.03 -0.15 -0.07
O -1.097263 -2.965892 -2.979017 0.63 0.31 0.25
O -0.603806 0.395032 2.602427 0.00 -0.32 -0.05
O 2.846401 1.623540 -0.132595 0.10 0.01 0.17
O -1.740213 -4.562321 -1.087331 0.36 -0.01 0.24
O 0.385105 2.732127 0.555559 -0.13 -0.69 0.07
N -0.446006 4.616336 1.528856 0.17 -0.21 0.17
N 2.680906 -3.291369 1.322315 -0.11 0.00 0.17
N 0.780941 4.746510 -0.429503 0.17 -0.22 -0.04
N -1.811878 0.534266 4.477150 -0.07 -0.08 0.00
N 4.823324 0.405843 -2.876802 -0.06 0.00 0.05
N 2.602613 -2.013301 1.859503 0.04 0.04 -0.04
N 1.635132 -5.033286 0.218758 -0.06 0.12 -0.12
N 2.514878 0.556379 2.556699 -0.07 -0.05 0.07
C 4.167777 1.517414 4.567066 -0.01 0.00 0.01
C 1.405920 4.127213 -1.581715 0.08 0.15 0.14
C -2.833212 -2.056082 -1.281989 0.12 0.17 0.40
C -4.014624 -0.591458 1.633653 0.04 -0.02 -0.03
C 2.348952 1.778148 3.046695 -0.01 0.02 0.04
C 3.635391 -1.582293 2.494685 0.01 -0.05 0.02
C 3.344826 0.871689 -0.970693 -0.35 -0.07 0.03
C -4.344233 0.568956 0.718657 -0.06 0.07 0.03
C -3.167900 -5.373159 -3.005710 0.09 0.17 -0.01
C -3.706936 1.871556 1.142515 0.03 -0.06 0.01
C 0.587249 6.749356 0.956363 -0.01 0.13 0.03
C 0.254916 3.980335 0.555112 -0.21 0.32 -0.01
C 0.740509 -4.572943 -3.423180 -0.14 -0.02 0.12
C 4.508641 1.414705 -1.808076 0.10 0.04 -0.01
C -2.560510 1.360804 -3.484218 0.02 0.09 -0.03
C 4.357452 0.240071 4.044576 0.01 0.02 0.03
C -1.147847 3.855380 2.544359 0.13 0.25 0.08
C -2.843693 -5.527508 -1.542961 -0.29 -0.35 -0.01
C 1.041859 -2.072688 -3.714558 -0.14 0.05 0.05
C 3.151604 2.298731 4.059747 0.00 -0.02 0.00
C 1.610118 -3.860648 0.814353 0.13 -0.12 0.22
C -0.829383 -0.003932 3.760899 -0.01 0.19 0.03
C 4.880074 -2.385238 2.722375 0.00 -0.01 -0.01
C -4.026695 -5.366251 -0.623427 0.04 0.16 0.04
C -0.599274 6.072254 1.601081 -0.17 -0.23 -0.16
C 0.109350 -3.256466 -3.807241 0.18 -0.07 -0.27
C -3.238670 2.476981 -2.725155 -0.02 -0.05 0.06
C 0.736351 6.211991 -0.446164 -0.19 -0.21 -0.14
C -1.088763 1.608669 -3.725249 0.02 -0.10 0.04
C 3.510698 -0.206320 3.044073 -0.01 0.01 -0.03
C -0.034479 -1.105619 4.402488 -0.01 0.00 -0.01
H 0.772316 -5.427594 -0.131361 -0.01 -0.12 0.14
H 0.026948 -5.394833 -3.463551 0.00 0.00 0.00
H -4.106157 2.159725 2.117020 -0.01 0.01 0.00
H 5.386138 1.560528 -1.182828 -0.01 0.01 0.01
H -0.650006 0.800151 -4.310358 -0.01 0.01 -0.02
H 1.492716 6.555365 1.535245 0.00 -0.01 0.00
H -1.531293 6.348084 1.096394 0.03 0.13 0.03
H -4.290043 2.260138 -2.545932 0.00 0.00 -0.01
H -3.511132 -2.270943 -2.113299 0.01 -0.06 0.00
H 0.997343 -1.045807 4.063466 -0.01 0.00 0.00
H 1.874171 -2.234585 -4.400042 0.02 -0.02 0.03
H 1.001422 4.578255 -2.489858 -0.01 -0.08 -0.03
H -3.348294 -2.340297 -0.361183 0.07 0.00 0.04
H 4.712869 -3.147972 3.488237 -0.01 0.00 0.00
H -2.406742 1.233921 4.059791 0.06 0.06 0.01
H -0.315306 -3.324308 -4.806605 -0.08 0.01 0.03
H -3.077749 1.177449 -4.423238 0.00 -0.02 0.00
H 2.485621 4.302921 -1.561432 0.00 -0.02 -0.05
H 0.434374 7.827117 0.929297 0.01 0.00 0.00
H -4.503590 -1.511170 1.309070 -0.02 0.00 0.02
H -0.741321 4.090377 3.533156 -0.01 -0.06 0.02
H 4.809011 1.882249 5.358160 0.00 0.00 0.00
H -3.882708 -6.155882 -3.262283 0.00 0.00 0.00
H -2.201858 4.144551 2.551113 -0.02 -0.08 -0.02
H 4.217415 -0.401641 -2.618890 0.02 -0.02 -0.02
H 2.969522 3.295414 4.436748 0.01 0.01 -0.02
H -0.966446 2.535683 -4.284843 0.00 0.00 0.00
H -4.671570 -6.238287 -0.734411 0.01 0.00 -0.02
H 1.543306 2.360435 2.611881 0.03 0.01 -0.03
H -0.102817 6.525072 -1.076130 0.03 0.12 0.02
H 4.572135 0.732936 -3.809697 0.01 0.00 0.00
H 1.538400 -4.799347 -4.129738 0.02 0.02 0.01
H -0.456397 -2.064011 4.090007 -0.01 0.00 0.01
H -3.643790 -4.416764 -3.230344 -0.02 -0.01 0.01
H -0.559875 1.696122 -2.773705 0.00 0.05 0.00
H -2.296774 -5.499546 -3.645966 0.00 -0.03 0.00
H 4.248278 2.365847 -2.263636 -0.03 0.00 0.02
H 5.805417 0.131913 -2.898615 0.00 -0.01 0.01
H 2.487494 -5.560229 0.069561 0.00 0.02 -0.06
H -2.930919 -0.738146 1.700222 0.00 0.01 0.00
H -0.707202 6.341054 2.651594 0.08 0.03 0.00
H 1.220793 3.059078 -1.562142 -0.04 0.00 -0.06
H 5.141058 -0.385829 4.445228 0.00 0.00 -0.01
H 3.561793 -3.801380 1.346642 0.01 0.01 -0.02
H 1.650991 6.561236 -0.925356 0.03 0.04 0.08
H -2.739684 2.663043 -1.770380 0.02 0.03 -0.02
H -3.950407 2.666831 0.439431 0.01 0.01 0.01
H -1.044543 2.794832 2.342869 -0.02 0.00 0.01
H -2.014417 0.233096 5.416636 0.01 0.02 0.01
H -2.624221 1.763189 1.211484 0.00 0.03 -0.03
H -2.362201 -6.486917 -1.369926 0.13 0.08 0.07
H -3.178973 3.385989 -3.323325 0.00 0.00 0.00
H 0.531012 -1.158042 -4.012344 0.00 0.00 0.01
H 5.706997 -1.764014 3.047172 0.01 0.00 -0.01
H -3.718481 -5.313593 0.420267 -0.01 -0.04 0.00
H -5.423997 0.684548 0.647986 0.00 -0.02 -0.02
H -4.386434 -0.372869 2.634757 -0.01 0.00 0.00
H -0.068786 -1.069864 5.489374 0.00 0.01 0.00
H 1.425725 -1.946704 -2.699372 0.07 -0.01 -0.03
H 1.176525 -4.517910 -2.421710 0.05 0.01 -0.04
H -4.623441 -4.488585 -0.877981 0.01 0.01 0.01
H 5.212841 -2.881469 1.807189 0.03 0.02 0.00
```
Forces are in eV/Å.

Results
HOMO level (Ha): -0.608
Charge: +4
ΔE to the lowest compared entry with this formula, charge and spin (kcal/mol): 19.0
Orbital gap (Ha): 0.18980

---

No. 2
C31H62O10 as an isolated structure at a distorted geometry. Source: the OMol25 dataset; level of theory: ωB97M-V/def2-TZVPD.

The geometry in XYZ format:
```
103
Properties=species:S:1:pos:R:3:forces:R:3
O 4.563471 -1.645863 3.439496 -0.27 -0.17 -1.18
O 2.510540 3.079082 -1.960102 0.44 2.01 -3.89
O -3.338375 1.379928 -2.737506 -1.87 -1.00 1.70
O 0.068789 0.820323 1.713182 1.79 0.38 3.81
O 0.908270 -1.150937 5.445536 0.76 -0.22 -0.26
O -0.441834 -1.663656 -1.966757 0.96 -3.83 -3.06
O -1.117169 -0.328795 0.436654 -0.07 0.05 2.04
O 0.818962 -0.933573 -3.581823 1.31 1.03 -2.00
O -0.268819 1.586984 -0.364296 -0.16 -0.08 1.50
O -4.875883 -3.757326 -1.084221 0.86 -0.77 0.92
C -0.850133 -2.727907 -2.875101 0.43 0.05 1.19
C 0.264509 1.248823 -3.002899 -0.21 -1.36 -0.12
C -3.673489 -4.080515 -0.295054 -1.65 0.63 0.53
C 3.443538 -0.969596 2.724824 1.80 -0.45 2.30
C 2.175080 2.107511 -1.065878 2.00 -0.64 2.01
C 3.363444 4.103760 -1.434627 -1.20 0.30 0.67
C 2.160665 2.855997 0.254919 0.60 1.88 -1.55
C -3.383417 -1.927578 -1.304732 -5.98 -2.23 -1.82
C 1.147135 0.072541 -2.647183 0.11 0.84 -1.00
C 4.535274 -1.429448 4.842720 -0.56 -0.71 -0.47
C -1.852470 -0.732128 -0.713373 2.38 6.16 1.05
C 0.358462 -0.710403 4.213972 -2.13 0.37 0.54
C 0.205290 -0.583692 6.582740 -0.02 -1.59 -1.72
C -0.842787 0.318118 5.956741 -0.03 0.31 1.06
C -2.732724 1.328013 -4.024181 0.58 0.62 1.41
C -4.452557 -2.754425 -2.000524 0.33 -0.59 -0.03
C -1.682386 2.958799 -2.653318 0.52 2.59 0.09
C 0.169817 -0.342978 -4.738048 1.02 0.58 0.37
C -0.995706 -3.912002 -1.871194 -0.02 -0.88 -2.86
C 3.846108 -0.110006 5.016275 -0.44 0.85 0.57
C -0.383269 0.587691 4.515385 0.66 -0.05 1.01
C -3.107590 -2.687963 -0.003601 -2.25 -1.91 0.39
C -2.174535 2.737764 -4.077593 0.14 0.52 -0.74
C -0.315109 -3.459178 -0.649550 1.49 0.01 2.03
C -0.392221 0.779230 0.538277 -2.11 -0.51 -2.92
C 1.105098 1.763015 2.130672 -1.07 -0.95 0.55
C 0.164995 1.172319 -4.504422 0.91 -0.02 0.13
C -2.554918 2.132267 -1.772533 0.60 -0.32 -0.69
C 2.775976 4.201296 -0.045054 1.07 0.53 1.03
C 0.432607 -2.212792 -1.032256 0.87 0.32 -0.79
C 3.104976 0.200639 3.648788 1.42 0.22 0.82
H -1.802293 -2.486913 -3.347762 0.01 0.28 0.06
H -2.086439 -2.689420 0.377650 -2.03 0.17 0.57
H 0.645888 -1.425791 -0.308896 -0.60 -0.60 0.69
H 1.488886 1.533623 3.124736 -1.10 0.41 -0.77
H 0.536512 2.170278 -2.488088 0.79 -0.73 -1.38
H -0.610690 2.778445 -2.569376 -1.87 1.00 0.05
H 2.606199 -1.664224 2.658140 0.03 -0.10 -0.41
H -2.036058 -4.207752 -1.735889 0.77 0.53 -0.37
H -0.517597 -4.805722 -2.272144 0.12 -0.06 -0.12
H -5.301204 -2.130485 -2.280867 -0.07 -0.35 -0.19
H -1.808708 -0.185758 5.991390 -0.02 0.08 -0.17
H 1.269520 1.547818 -1.299982 1.36 1.28 0.59
H 1.075750 -0.479610 3.426362 -0.97 -1.64 0.27
H -2.519322 -1.709362 -1.932278 -2.04 -0.84 -1.39
H 3.003657 1.399312 -1.060702 0.28 -0.58 0.29
H 1.924092 1.747347 1.411570 -2.06 -2.59 2.29
H -3.736420 -2.284853 0.790235 0.03 0.19 -0.02
H -3.416677 0.971246 -4.794267 -0.39 0.47 0.23
H -0.120538 -2.770443 -3.683795 0.16 -0.75 0.30
H 0.914000 -0.149742 -1.605867 0.48 -0.54 -0.53
H -1.286027 -0.303679 -1.540217 -0.90 0.20 0.47
H 3.176021 -0.109087 5.875978 -0.40 -0.27 -0.30
H 3.238937 5.101787 -1.854792 -0.69 -0.35 -1.00
H -0.741506 1.050814 -2.632997 0.65 -0.60 0.21
H 4.029159 -2.238034 5.370122 -0.50 -0.21 -0.19
H -1.282259 2.760005 -4.703240 -1.34 1.71 -0.24
H -0.467592 -1.327745 3.860976 0.46 -0.99 -0.20
H -0.828015 -0.772277 -4.828194 -0.09 -0.03 -0.05
H 4.609080 0.583529 5.369815 -0.03 0.67 -0.86
H -1.069958 -3.096251 0.048009 2.09 -1.26 -0.08
H -3.012839 2.865928 -1.109087 -1.60 -0.52 -0.29
H -2.801143 -0.232383 -0.909269 1.34 1.06 2.22
H 0.780126 2.795334 2.001045 -0.65 -0.44 1.24
H -3.033276 -4.784397 -0.826813 -0.43 0.05 0.30
H -0.735635 1.680159 -4.849482 1.68 -1.48 -0.58
H -1.905875 0.618417 -3.994350 -0.44 -0.15 -0.07
H 5.544558 -1.476285 5.251668 0.24 0.33 -0.41
H 3.484779 1.115557 3.194067 0.13 0.11 0.23
H 1.141929 2.985020 0.620459 0.97 0.51 -1.41
H -1.952421 -1.814900 -0.788947 3.22 3.91 2.01
H -1.138406 0.707780 3.738561 -0.12 0.44 0.52
H 1.424165 -2.288100 -1.478599 0.28 -0.98 -0.39
H -0.830600 1.069730 6.746067 -0.76 1.13 -0.84
H 0.735557 -0.526107 -5.651560 0.03 -0.53 0.03
H 2.021612 4.986350 0.007111 0.04 0.02 -0.15
H 0.321111 -4.229798 -0.214271 -0.13 0.04 0.27
H 2.734504 2.338964 1.024003 1.70 1.61 -1.45
H 0.384728 1.359210 4.460312 -0.61 0.47 0.42
H 3.538534 4.429949 0.699478 0.00 0.24 0.10
H -3.883309 -0.991832 -1.054546 -0.52 -1.12 -0.46
H -0.293341 -1.405143 7.097218 0.14 -0.10 0.23
H -2.940279 3.445249 -4.395705 0.08 0.03 0.01
H -1.786591 3.992120 -2.322440 -0.17 0.35 -0.45
H 4.442129 3.991659 -1.544103 0.10 -1.14 0.31
H -3.943215 -4.522615 0.664060 -0.49 -0.33 -0.25
H 1.065844 1.663137 -4.872767 0.00 -0.16 -0.63
H 0.916793 -0.135761 7.276441 0.08 0.30 -0.26
H -3.986928 -3.241162 -2.857473 -0.31 -0.10 -0.57
H 2.199475 0.334177 -2.757815 0.17 -0.08 0.05
H 2.022542 0.290685 3.740055 1.98 0.29 0.81
H 3.883466 -0.652195 1.779404 -0.39 -0.27 -0.10
H -1.972004 1.510857 -1.092704 -0.67 0.01 -0.84
```
Forces are in eV/Å.

Results
HOMO level (Ha): -0.303
Charge: 0
ΔE to the lowest compared entry with this formula, charge and spin (kcal/mol): 421.4
Orbital gap (Ha): 0.32268

---

orbital gap of number 2 (C31H62O10)?
0.32268 Ha

---

Which of these has the highest ΔE to the lowest compared entry with this formula, charge and spin?
C31H62O10

---

Which of these has the lowest charge?
C31H62O10

---

What is the orbital gap in the first record?
0.18980 Ha